The following is a quantum chemistry calculation of C4H4OS3 in the gas phase at a distorted geometry, from OMol25.

Last column: Mulliken charge in e.
Cartesian coordinates (Å):
S1 0.81644 -1.83585 1.23623  -0.0667
S2 -1.62155 -1.53193 -1.00986  -0.1909
S3 2.39018 -0.15846 -0.90367  -0.1335
O1 -2.28083 0.80234 0.55071  -0.5364
C1 1.01015 -0.63571 0.01861  -0.0286
C2 0.31230 1.67981 0.36455  -0.6353
C3 -0.02694 0.43485 -0.10866  0.1809
C4 -1.45522 0.06094 -0.04277  0.4806
H1 -0.46428 2.40310 0.50177  0.3341
H2 1.37335 1.86776 0.80042  0.2309
H3 3.14470 -1.32143 -0.74505  0.1720
H4 -3.19830 -1.76541 -0.66230  0.1930

Cartesian forces (eV/Å) of the 6 atoms listed first:
S 0.74 1.82 -2.44
S -4.62 0.95 1.78
S 0.68 -1.66 -0.14
O 2.24 -3.35 -2.45
C -0.30 -1.03 2.19
C 1.62 -1.78 0.10

Total charge = 0
Maximum force = 0.09804 hartree/bohr
HOMO = -8.9 eV
Energy relative to the best compared isomer or geometry (same formula, charge and spin) = 57.53 kcal per mole
Gap between HOMO and LUMO = 7.695 eV